(1)
The following is a DFT calculation (ωB97M-V with the def2-TZVPD basis set) of a molecular structure, C24H21N4O3SSeTi in a non-equilibrium geometry.

## Properties
* Kohn-Sham gap (alpha / beta): 0.1729 / 0.2533 hartree
* calculated total energy: -136625.41719 eV
* ⟨S²⟩: 2.032
* relative energy (zero: lowest compared OMol25 entry of this formula, charge and spin): 0.892 eV
* max |F|: 1.33 eV Å⁻¹
* net charge: +1
* E_HOMO (alpha / beta): -8.35 / -10.61 eV
* multiplicity: 3

Each line ends with the Mulliken charge.
Atoms and positions in Å:
Ti 0.38 0.23 0.00  0.441
Se 5.38 -4.88 0.72  0.295
N 5.50 -3.13 0.41  -0.827
C 4.31 -2.72 0.05  0.758
C 4.01 -1.35 -0.30  0.571
C 4.99 -0.35 -0.38  -0.614
C 4.63 0.92 -0.76  -0.841
C 3.29 1.20 -1.00  -0.326
N 2.35 0.27 -0.93  -0.136
C 2.70 -0.99 -0.62  0.081
C 1.63 -2.04 -0.69  0.171
N 0.39 -1.65 -1.03  -0.218
C -0.56 -2.55 -1.21  -0.367
C -0.32 -3.92 -1.04  -0.811
C 0.93 -4.33 -0.64  -0.722
C 1.94 -3.38 -0.44  0.824
C 3.29 -3.73 -0.03  0.847
N 3.65 -4.94 0.29  -0.837
H 6.02 -0.61 -0.15  0.548
H 5.37 1.71 -0.84  0.424
H 2.95 2.20 -1.25  0.512
H -1.54 -2.17 -1.46  0.524
H -1.12 -4.62 -1.21  0.454
H 1.15 -5.37 -0.46  0.541
C -2.92 2.04 -1.84  -1.948
C -2.21 1.15 -0.87  0.959
O -0.90 1.29 -0.84  -0.489
C -2.86 0.15 -0.08  0.934
C -4.23 -0.11 -0.31  -1.433
C -4.92 -1.08 0.38  -0.762
C -4.26 -1.84 1.36  -0.570
C -2.92 -1.60 1.63  -0.554
C -2.20 -0.62 0.94  1.014
O -0.94 -0.39 1.30  -0.732
H -2.23 2.81 -2.19  0.387
H -3.78 2.53 -1.39  0.430
H -3.28 1.50 -2.71  0.448
H -4.76 0.46 -1.06  0.444
H -5.96 -1.26 0.17  0.415
H -4.79 -2.60 1.91  0.427
H -2.40 -2.15 2.40  0.502
O 1.31 1.32 1.59  -0.404
S 0.99 2.62 2.30  0.111
C 0.80 3.89 1.02  -0.221
C -0.36 4.75 1.51  -0.865
C -1.46 3.76 1.90  -0.268
C -0.80 2.61 2.67  0.001
H 0.53 3.37 0.10  0.048
H 1.74 4.42 0.90  0.544
H -0.68 5.43 0.72  0.352
H -0.06 5.36 2.36  0.335
H -1.95 3.37 1.01  -0.072
H -2.22 4.23 2.51  0.421
H -1.13 1.61 2.36  -0.243
H -0.90 2.69 3.75  0.499

***

(2)
The following is a DFT calculation (ωB97M-V with the def2-TZVPD basis set) of a single C4H15IN4Si molecule in a non-equilibrium geometry.

## Properties
* Kohn-Sham gap: 0.2913 hartree
* calculated total energy: -26327.92646 eV
* relative energy (zero: lowest compared OMol25 entry of this formula, charge and spin): 0.000 eV
* max |F|: 3.03 eV Å⁻¹
* E_HOMO: -7.61 eV

Each line ends with the Mulliken charge.
Atoms and positions in Å:
C -1.32 2.07 0.02  -1.528
C -1.14 0.55 0.38  1.298
C -1.34 0.27 1.86  -1.830
C -1.95 -0.33 -0.55  -1.418
I -4.17 -0.19 -0.11  -0.071
Si 0.78 0.27 0.03  0.013
N 1.26 0.28 -1.73  0.041
N 2.52 -0.28 -2.04  -0.817
N 1.17 -1.19 0.73  0.169
N 2.24 -1.93 0.17  -0.685
H -1.33 2.41 -1.01  0.348
H -0.47 2.52 0.60  0.446
H -2.25 2.50 0.45  0.362
H -1.14 -0.72 2.07  0.429
H -0.56 0.82 2.32  0.508
H -2.31 0.61 2.25  0.426
H -1.81 0.02 -1.61  0.447
H -1.75 -1.38 -0.47  0.526
H 1.58 1.33 0.81  -0.122
H 0.87 0.48 -2.64  0.233
H 3.15 -0.46 -1.29  0.330
H 2.28 -1.15 -2.49  0.254
H 0.80 -1.68 1.54  0.230
H 1.74 -2.80 0.06  0.224
H 3.15 -2.03 0.62  0.188

***

(3)
The following is a DFT calculation (ωB97M-V with the def2-TZVPD basis set) of a single C17H27NO3 molecule.

## Properties
* Kohn-Sham gap: 0.3270 hartree
* calculated total energy: -25700.47300 eV
* relative energy (zero: lowest compared OMol25 entry of this formula, charge and spin): 0.283 eV
* max |F|: 0.72 eV Å⁻¹
* E_HOMO: -8.18 eV

Each line ends with the Mulliken charge.
Atoms and positions in Å:
C 3.84 5.93 3.44  -1.284
C 3.04 4.63 3.44  -0.326
C 1.91 4.66 2.42  -0.721
C 1.10 3.36 2.42  -0.553
C -0.03 3.40 1.39  -0.770
C -0.92 2.16 1.43  -0.668
C -0.21 0.89 0.97  -0.413
C -1.15 -0.31 0.93  -0.900
C -0.43 -1.56 0.45  0.597
O 0.71 -1.57 0.03  -0.658
N -1.18 -2.69 0.56  -0.137
C -0.73 -3.97 0.05  -1.264
C -1.27 -4.23 -1.33  0.187
C -2.25 -5.18 -1.57  -0.834
C -2.75 -5.36 -2.85  -0.677
C -2.28 -4.60 -3.90  0.299
O -2.77 -4.78 -5.15  -0.614
C -1.28 -3.63 -3.66  1.355
O -0.89 -2.92 -4.78  -0.515
C 0.11 -1.94 -4.61  -0.851
C -0.79 -3.46 -2.39  -0.477
H 4.64 5.89 4.17  0.381
H 3.20 6.78 3.68  0.322
H 4.28 6.10 2.46  0.322
H 3.71 3.80 3.22  0.322
H 2.63 4.47 4.44  0.324
H 2.32 4.83 1.42  0.343
H 1.24 5.50 2.65  0.356
H 1.77 2.53 2.20  0.282
H 0.68 3.20 3.41  0.275
H 0.40 3.50 0.39  0.312
H -0.65 4.28 1.58  0.381
H -1.29 2.01 2.45  0.314
H -1.79 2.33 0.79  0.364
H 0.62 0.66 1.64  0.274
H 0.21 1.04 -0.02  0.285
H -1.98 -0.11 0.25  0.360
H -1.56 -0.50 1.93  0.370
H -2.16 -2.61 0.80  0.268
H 0.36 -3.93 0.03  0.309
H -1.05 -4.76 0.74  0.477
H -2.63 -5.78 -0.76  0.341
H -3.51 -6.10 -3.05  0.402
H -2.31 -4.16 -5.74  0.356
H 1.04 -2.38 -4.25  0.341
H 0.26 -1.51 -5.60  0.242
H -0.21 -1.16 -3.92  0.339
H -0.02 -2.73 -2.18  0.561

***

(4)
The following is a DFT calculation (ωB97M-V with the def2-TZVPD basis set) of a single C15H23NO5 molecule.

## Properties
* Kohn-Sham gap: 0.3392 hartree
* calculated total energy: -27655.10382 eV
* relative energy (zero: lowest compared OMol25 entry of this formula, charge and spin): 3.128 eV
* max |F|: 0.56 eV Å⁻¹
* E_HOMO: -8.62 eV

Each line ends with the Mulliken charge.
Atoms and positions in Å:
C -4.78 -0.75 -0.84  -1.277
C -4.43 0.32 0.18  -0.096
O -3.28 1.06 -0.21  -0.538
C -2.07 0.45 -0.07  0.677
C -1.27 0.33 -1.21  -0.608
C -0.03 -0.27 -1.15  -0.742
C 0.44 -0.80 0.05  0.633
C 1.80 -1.45 0.08  -1.264
N 2.79 -0.58 -0.52  0.841
C 3.06 0.61 0.26  -0.890
C 3.45 1.76 -0.68  -0.602
O 2.57 1.86 -1.78  -0.582
C 3.96 -1.28 -1.02  -0.969
C 3.78 -1.56 -2.52  -0.466
O 3.80 -0.39 -3.28  -0.598
C -0.34 -0.67 1.18  -0.942
C -1.57 -0.03 1.14  1.232
C -2.28 0.14 2.44  -0.390
O -2.37 -0.71 3.30  -0.577
O -2.77 1.38 2.57  -0.235
C -3.45 1.66 3.79  -0.743
H -3.98 -1.49 -0.91  0.304
H -4.92 -0.30 -1.82  0.316
H -5.70 -1.26 -0.55  0.413
H -4.29 -0.15 1.16  0.156
H -5.23 1.06 0.25  0.377
H -1.66 0.72 -2.14  0.479
H 0.57 -0.35 -2.04  0.479
H 1.76 -2.37 -0.51  0.482
H 2.06 -1.73 1.12  0.237
H 2.14 0.88 0.78  0.309
H 3.86 0.47 1.01  0.332
H 3.46 2.71 -0.11  0.413
H 4.44 1.61 -1.12  0.352
H 1.66 1.83 -1.45  0.313
H 4.85 -0.65 -0.90  0.364
H 4.14 -2.22 -0.48  0.415
H 4.59 -2.20 -2.88  0.432
H 2.83 -2.10 -2.67  0.207
H 3.26 0.28 -2.84  0.442
H 0.01 -1.05 2.13  0.458
H -2.85 1.34 4.64  0.314
H -4.41 1.15 3.82  0.299
H -3.60 2.74 3.81  0.245

***

(5)
The following is a DFT calculation (ωB97M-V with the def2-TZVPD basis set) of a molecular structure, C4H22Ag2O17P2 in a non-equilibrium geometry.

## Properties
* Kohn-Sham gap (alpha / beta): 0.1434 / 0.1143 hartree
* calculated total energy: -65883.40171 eV
* ⟨S²⟩: 2.178
* relative energy (zero: lowest compared OMol25 entry of this formula, charge and spin): 11.335 eV
* max |F|: 2.46 eV Å⁻¹
* net charge: -2
* E_HOMO (alpha / beta): -2.43 / -1.62 eV
* multiplicity: 3

Each line ends with the Mulliken charge.
Atoms and positions in Å:
Ag 2.92 2.33 3.82  0.844
Ag -1.59 4.79 1.04  0.773
P 0.26 6.10 4.96  0.846
O 0.68 4.88 5.83  -0.589
O 1.02 5.73 3.65  -0.535
O 0.78 7.47 5.50  -0.760
O -1.24 6.07 4.55  -0.710
P 0.76 0.90 0.00  0.691
O -0.04 1.29 1.32  -0.519
O 0.12 -0.35 -0.70  -0.686
O 2.29 0.79 0.44  -0.739
O 0.41 2.20 -0.78  -0.610
O 6.80 -1.53 1.07  -0.648
H 6.01 -1.01 0.94  0.345
H 7.10 -1.30 1.95  0.302
O 7.46 3.72 0.06  -0.640
H 7.85 3.75 0.93  0.307
H 6.80 3.03 0.11  0.332
O -1.22 -0.56 5.64  -0.664
H -1.17 -0.20 4.75  0.337
H -1.59 0.15 6.16  0.327
O -0.86 0.98 -5.44  -0.662
H -1.57 0.47 -5.06  0.314
H -0.49 1.47 -4.71  0.347
O 2.67 5.70 -3.28  -0.663
H 3.02 6.02 -2.44  0.322
H 2.01 5.06 -3.04  0.341
C -5.22 -1.35 1.18  -0.542
C -4.94 -2.81 1.37  -0.253
O -3.55 -2.93 1.51  -0.482
O -4.86 -0.85 -0.05  -0.501
H -4.73 -0.85 2.01  0.316
H -6.28 -1.22 1.42  0.345
H -5.31 -3.42 0.55  0.220
H -5.40 -3.15 2.30  0.280
H -3.15 -2.35 0.86  0.275
H -3.92 -0.91 -0.20  0.338
C -0.41 -4.62 -4.57  -0.635
C 0.17 -5.60 -3.54  -0.270
O 1.01 -4.96 -2.65  -0.494
O -1.51 -3.88 -4.11  -0.497
H -0.70 -5.16 -5.47  0.326
H 0.29 -3.85 -4.90  0.343
H 0.57 -6.53 -3.97  0.351
H -0.75 -6.00 -3.13  0.237
H 0.64 -4.10 -2.48  0.309
H -1.13 -3.38 -3.38  0.328

***

(6)
The following is a DFT calculation (ωB97M-V with the def2-TZVPD basis set) of a gas-phase ion, C3H7N2O2 (charge -1) in a non-equilibrium geometry.

## Properties
* Kohn-Sham gap: 0.2345 hartree
* calculated total energy: -10299.78468 eV
* relative energy (zero: lowest compared OMol25 entry of this formula, charge and spin): 1.850 eV
* max |F|: 2.35 eV Å⁻¹
* net charge: -1
* E_HOMO: -2.53 eV

Each line ends with the Mulliken charge.
Atoms and positions in Å:
N -1.99 0.44 0.52  -0.364
C -0.96 0.05 1.31  0.334
O -0.97 0.32 2.51  -0.680
C 0.31 -0.53 0.74  -0.347
N 0.27 -0.52 -0.73  -0.235
C 1.34 0.36 -1.32  -0.568
O 2.53 -0.22 -1.32  -0.870
H -2.02 0.10 -0.43  0.258
H -2.91 0.71 0.86  0.229
H 0.63 -1.48 1.20  0.301
H 1.11 0.16 1.02  0.259
H 0.31 -1.42 -1.19  0.180
H 1.34 1.38 -0.81  0.252
H 1.00 0.65 -2.36  0.252

***

(7)
The following is a DFT calculation (ωB97M-V with the def2-TZVPD basis set) of a molecular structure, AgH14O7.

## Properties
* Kohn-Sham gap (alpha / beta): 0.4591 / 0.2841 hartree
* calculated total energy: -18541.54747 eV
* ⟨S²⟩: 0.751
* relative energy (zero: lowest compared OMol25 entry of this formula, charge and spin): 0.067 eV
* max |F|: 0.71 eV Å⁻¹
* net charge: +2
* E_HOMO (alpha / beta): -19.31 / -19.29 eV
* multiplicity: 2

Each line ends with the Mulliken charge.
Atoms and positions in Å:
Ag 0.01 -0.06 -0.01  0.578
O 0.58 1.75 1.54  -0.403
H 1.07 1.70 2.38  0.279
H 0.27 2.67 1.49  0.294
O 1.97 0.21 -1.10  -0.385
H 2.71 0.09 -0.48  0.315
H 2.37 0.31 -1.98  0.292
O -0.92 -2.30 0.36  -0.371
H -0.75 -2.94 1.08  0.281
H -1.62 -2.71 -0.17  0.276
O 1.49 -1.08 1.49  -0.348
H 1.60 -1.13 2.46  0.260
H 1.85 -1.92 1.16  0.309
O -0.77 -0.75 -2.22  -0.403
H -0.55 -0.14 -2.93  0.286
H -1.20 -1.50 -2.66  0.280
O -1.98 0.34 0.92  -0.396
H -2.79 -0.20 0.81  0.305
H -2.12 0.86 1.73  0.326
O -0.43 1.90 -1.16  -0.369
H -1.14 2.56 -1.14  0.281
H 0.33 2.36 -1.56  0.313

***

(8)
The following is a DFT calculation (ωB97M-V with the def2-TZVPD basis set) of a molecular structure, C23H21Cl3DyN7O5 in a non-equilibrium geometry.

## Properties
* Kohn-Sham gap (alpha / beta): 0.2573 / 0.2584 hartree
* calculated total energy: -106512.59855 eV
* ⟨S²⟩: 9.328
* relative energy (zero: lowest compared OMol25 entry of this formula, charge and spin): 0.127 eV
* max |F|: 1.80 eV Å⁻¹
* E_HOMO (alpha / beta): -7.60 / -7.62 eV
* multiplicity: 6

Each line ends with the Mulliken charge.
Atoms and positions in Å:
Dy 0.06 0.35 -0.21  0.032
O 0.67 1.86 1.34  -0.028
C 1.55 2.82 1.48  0.586
C 1.68 3.47 2.72  -0.819
C 2.57 4.51 2.89  -0.463
C 3.39 4.95 1.84  -0.875
C 3.27 4.32 0.63  -0.691
C 2.38 3.26 0.42  0.604
C 2.38 2.69 -0.92  -0.135
N 1.74 1.67 -1.34  0.226
C 1.84 1.32 -2.76  -0.951
C 1.72 -0.19 -2.95  -0.825
N 0.45 -0.65 -2.40  0.303
C -0.16 -1.63 -2.95  -0.130
C -1.38 -2.27 -2.48  0.826
C -1.88 -3.30 -3.28  -0.739
C -3.03 -3.99 -2.96  -0.845
C -3.70 -3.62 -1.79  -0.453
C -3.24 -2.61 -0.98  -0.877
C -2.06 -1.90 -1.30  0.298
O -1.64 -0.95 -0.51  0.167
H 1.06 3.13 3.54  0.392
H 2.64 4.98 3.86  0.401
H 4.08 5.77 1.99  0.392
H 3.89 4.64 -0.21  0.339
H 3.02 3.22 -1.63  0.183
H 2.78 1.67 -3.20  0.589
H 1.02 1.81 -3.29  0.235
H 2.52 -0.69 -2.41  0.113
H 1.81 -0.42 -4.02  0.591
H 0.26 -2.05 -3.87  0.170
H -1.33 -3.56 -4.18  0.357
H -3.40 -4.79 -3.58  0.394
H -4.61 -4.15 -1.51  0.392
H -3.76 -2.33 -0.07  0.402
N -1.65 1.90 3.06  -0.605
N -2.93 1.85 2.47  -0.031
C -3.17 1.80 1.16  0.549
N -4.42 2.02 0.74  -0.363
N -2.10 1.60 0.38  0.010
N -2.28 1.59 -0.96  1.229
O -1.19 1.68 -1.58  -0.635
O -3.33 1.43 -1.53  -0.810
H -1.43 0.97 3.39  0.300
H -0.95 2.12 2.34  0.233
H -3.68 2.14 3.08  0.185
H -5.15 2.17 1.41  0.172
H -4.66 1.77 -0.20  0.216
Cl 1.83 -5.91 3.54  -0.238
C 1.75 -4.50 2.52  0.428
C 0.87 -3.48 2.84  -0.914
C 0.85 -2.37 2.01  0.924
Cl -0.30 -1.08 2.36  -0.219
C 1.66 -2.20 0.88  -0.531
O 1.61 -1.13 0.15  -0.430
C 2.51 -3.29 0.60  0.506
Cl 3.52 -3.20 -0.81  -0.232
C 2.56 -4.41 1.40  -0.799
H 0.22 -3.55 3.70  0.455
H 3.24 -5.22 1.15  0.441